Density functional theory data (the ωB97M-V functional and the def2-TZVPD basis) for C12H30F4KN2O14S4 as an isolated structure at a distorted geometry.

Summary:
- Orbital gap: 8.855 eV
- Calculated total energy: -115104.709 eV
- Net charge: -1

The geometry in XYZ format:
```
67
Properties=species:S:1:pos:R:3:forces:R:3
H -1.21272 -5.40180 2.54698 -1.13 0.79 0.01
O 4.53882 -0.19169 -0.46754 -1.44 0.91 -1.64
O -0.72700 4.93474 2.05662 -1.27 -0.73 -0.81
C -1.99833 3.68804 -2.83149 -1.20 -0.11 -1.31
H 3.73419 0.04866 5.28154 1.09 0.62 0.01
O 3.58332 -1.37754 -2.38551 -1.58 2.29 1.24
O -0.48682 -0.29062 -3.35284 1.61 -1.71 1.41
O -2.94371 1.57102 2.03721 0.26 1.82 -0.52
C -3.89966 -0.46324 -0.95059 0.84 -0.68 1.60
O 2.64135 1.02639 -3.54701 0.43 1.37 3.77
O 3.87952 1.38150 3.47876 1.45 -0.50 0.10
F -0.58243 4.41131 -0.27334 -0.34 -0.37 0.65
H 3.47837 -1.27866 3.07059 0.66 0.02 0.12
H 1.40773 -2.36812 1.75047 0.58 0.32 -0.17
H -3.39169 -4.26999 1.48297 -0.57 -0.10 -0.35
H 2.32541 -1.44385 4.36578 -0.05 -0.25 0.46
C 2.71711 -0.73819 3.63316 -0.17 -0.75 0.19
H 0.57208 -2.00632 -2.79964 0.40 0.32 -0.27
S -1.29336 3.96495 1.14175 -1.23 10.43 -5.40
F 2.65338 -1.43036 -0.18875 -1.11 -0.69 -0.12
H 0.37532 -2.10371 3.09175 -0.14 0.38 0.44
H -2.87288 -2.90971 2.30439 1.01 0.60 0.03
H -0.28008 2.10477 -4.26433 0.03 0.77 0.59
H -1.28957 -5.99201 0.82573 -1.77 -0.04 0.07
H 0.10947 -1.19182 1.59514 0.15 0.14 0.25
H 5.56145 2.11080 2.67075 0.20 -0.39 -0.29
C -2.80010 -3.36935 1.31873 0.05 -0.73 -0.67
H -2.68507 4.07519 -3.58422 -0.51 -0.50 -0.63
H -0.04257 -5.36223 1.37934 0.76 1.61 0.05
H 1.18024 -1.09698 -4.34236 0.63 0.12 0.87
H 2.42460 1.10719 4.67650 -0.24 -0.41 0.54
N -0.62709 2.62748 1.23277 -1.75 -2.92 1.88
H -4.56348 -0.95919 -1.65874 -0.01 -0.40 0.20
H 5.81333 0.77776 3.84636 0.35 0.40 0.41
H -1.91606 2.10714 -4.95993 -0.02 0.56 -0.20
H -2.19251 -0.15680 -4.43911 -0.59 -0.09 0.30
C -3.51240 -2.57103 0.23273 -0.75 0.19 -0.49
S -1.72714 2.25340 2.42219 0.32 -7.14 4.85
S 3.33668 -0.47611 -1.24902 2.67 -4.60 3.85
F 1.62018 2.71801 -2.07887 -0.02 -0.30 -0.32
H -0.17874 -2.07428 -4.42570 -0.54 -0.40 0.28
N 2.05213 0.70531 -1.05706 2.58 -3.73 -0.30
H -2.49053 4.08744 -1.94475 0.81 -0.74 0.55
O -2.75321 4.10008 0.72842 3.92 -0.95 1.76
O 3.93394 2.30937 -1.74902 -1.65 -1.83 -0.84
H -1.11215 4.23697 -3.15002 0.73 -0.65 0.84
S 2.73991 1.54806 -2.13019 0.09 6.49 -5.77
H -0.79203 0.08388 -5.33439 0.47 0.60 -0.27
C 5.22494 1.12700 2.99787 -0.57 -0.08 1.52
O -1.95919 2.22086 -2.89399 1.23 0.57 -0.44
F -0.93859 0.87774 2.78872 0.58 0.30 0.03
C 3.26873 0.47796 4.39433 -1.69 -0.09 -2.40
H 5.40513 0.31691 2.29121 -0.85 0.28 -0.69
H -4.51439 -2.33919 0.59380 -0.38 -0.43 0.25
O -2.99116 -1.33640 -0.20129 1.24 0.38 -0.62
C -1.21185 0.31145 -4.35456 -0.92 -1.24 0.01
C 0.86929 -1.57836 2.27437 1.06 1.05 0.61
C 0.36298 -1.45119 -3.71409 -1.56 1.39 -0.90
H -4.41387 0.02153 -0.12073 -0.58 0.54 -0.63
O -1.52325 -3.84263 0.84276 0.58 -1.62 2.28
H -3.27954 0.22808 -1.52122 -0.07 0.09 0.16
O -1.62815 2.95314 3.69434 -0.59 -0.25 -2.36
K -0.67225 0.57394 -0.53647 -0.07 -0.12 -0.30
C -1.30780 1.77151 -4.12001 -0.49 0.96 -0.38
H -3.58986 -3.20833 -0.64815 -0.16 -0.32 -0.09
C -1.10560 -5.14924 1.49206 1.14 0.40 -1.88
O 1.69751 -0.43096 2.73495 -1.90 -0.88 -1.15
```
Forces are in eV/Å.

Density functional theory data (the ωB97M-V functional and the def2-TZVPD basis) for a 11-piece molecular cluster, C33H66O11 overall at a distorted geometry.

Summary:
- Orbital gap: 9.326 eV
- Calculated total energy: -57801.130 eV

The geometry in XYZ format:
```
110
Properties=species:S:1:pos:R:3:forces:R:3
C 26.02700 31.32800 21.22800 -0.29 -0.48 1.13
H 20.42600 35.23300 17.78100 1.08 0.19 0.58
O 29.06900 34.00200 19.33600 2.46 -0.90 -0.13
C 27.27000 31.25800 20.41900 2.57 -6.37 8.41
H 29.14400 35.12900 13.72000 1.33 -0.97 -0.63
C 27.93200 27.28900 10.76100 -2.07 -1.73 -0.61
O 28.88900 31.53600 9.74700 -2.23 2.25 -1.48
H 24.04700 33.40900 17.35700 -0.67 0.61 0.00
C 32.36700 35.67500 15.04500 1.90 4.01 -1.12
H 33.43700 35.93600 15.24800 -0.61 -1.53 0.15
H 31.74300 35.48700 15.80900 -1.09 -0.76 3.93
H 27.39200 35.99600 19.34000 1.00 -0.72 -0.24
C 30.86400 32.47800 18.87600 1.31 -3.54 0.04
C 25.51200 36.76600 19.01900 0.52 -2.54 2.16
C 29.72200 30.91600 10.27500 2.32 -3.08 3.06
O 25.21400 29.35600 15.73500 -1.53 -1.63 3.06
H 26.01600 32.82400 16.09100 -2.80 1.12 -1.04
H 26.14200 33.49000 21.61200 -0.03 -0.53 -0.23
H 27.48100 35.31500 14.09800 0.13 -0.19 0.50
H 32.09500 36.76900 14.90000 -0.38 -1.28 -1.36
H 24.76800 38.54200 19.77900 -1.16 1.25 -0.59
O 27.40300 32.13000 14.01200 -0.55 0.47 1.56
C 30.16000 31.12400 11.79300 -1.34 2.37 -2.58
O 22.07000 33.70500 15.66200 0.09 0.84 0.86
H 23.45400 34.55600 18.67600 -0.90 -1.06 -1.53
O 29.57200 28.91500 18.33200 -1.82 -1.43 -1.56
H 26.77600 28.02400 13.64700 -2.21 -2.45 7.55
H 26.68500 37.74300 14.51800 -3.49 -1.87 -0.25
C 23.13600 33.85400 17.81400 0.24 2.01 -0.56
C 25.71200 32.57900 22.07300 -2.35 1.11 -3.58
H 27.57300 39.08700 14.24300 0.98 -1.07 1.19
C 27.60300 38.06800 14.75500 3.73 1.50 0.80
H 28.98400 26.45200 16.26600 -0.28 -0.82 0.14
C 27.67800 27.46300 18.47600 1.34 0.99 1.53
H 25.05800 37.40900 20.91000 -0.38 -1.47 3.73
H 27.14500 31.55800 19.56100 -1.20 3.57 -9.00
H 28.07700 31.78000 20.92400 0.18 0.12 -0.22
H 31.38200 35.61200 12.55800 -0.51 2.93 -0.49
C 28.66200 37.11400 14.20800 2.77 -0.08 -1.60
H 30.28900 31.58300 18.43500 0.06 1.16 1.82
H 22.55500 33.02600 18.13400 -0.42 -0.87 1.02
C 31.94000 34.57800 14.16300 0.17 -0.62 -2.35
C 29.18300 31.26400 15.43000 -2.17 5.18 2.44
H 31.19000 30.75700 11.87900 0.15 1.36 0.32
H 30.39900 28.83900 10.18100 0.26 -1.35 1.28
H 24.37100 29.77300 18.78400 -0.32 0.10 -0.88
H 28.10500 28.14400 10.14600 -0.63 1.37 0.03
H 29.64700 32.16900 12.04100 2.23 -1.81 -0.08
C 24.56700 28.93900 16.74400 0.88 3.20 -3.94
H 27.04500 26.73200 18.00100 -0.74 0.63 -0.67
C 28.87200 28.06600 17.73900 1.64 0.30 2.04
C 22.10900 34.37500 16.68000 0.67 -1.43 -0.06
H 31.43100 34.17100 12.12600 -2.28 -4.66 -2.80
H 23.17500 27.18400 16.97700 1.30 0.49 -0.61
C 25.45900 37.82000 20.09200 2.55 2.22 -4.72
H 26.12100 28.48200 12.22800 0.35 -0.11 -0.23
H 29.74700 31.35700 14.55000 0.40 -0.63 -1.28
H 27.30800 28.27100 19.17300 -0.47 -1.07 -1.07
O 28.89600 26.93500 12.88200 1.90 -1.14 2.16
H 28.77400 28.04900 15.75800 -1.30 1.18 -2.03
C 31.98100 34.77800 12.64500 0.40 1.83 5.08
H 32.96700 34.89200 12.42600 2.64 0.59 -1.38
H 29.96300 29.45900 8.56600 0.08 0.57 1.90
C 21.08900 35.48100 16.93000 -0.27 -2.19 1.28
C 26.90100 32.39600 16.34100 -1.05 -2.76 -1.20
H 26.46000 38.37100 20.00800 -1.15 -1.03 1.27
C 24.25200 27.52600 16.98800 -2.55 -0.25 -7.94
H 26.14500 32.63900 23.02400 0.01 -0.67 1.75
H 27.39000 29.51300 12.90400 -0.27 -1.52 0.30
C 30.27900 33.70000 19.35400 -2.17 2.75 1.32
H 26.10600 34.62200 18.81700 1.26 1.99 0.72
O 25.28500 30.36900 21.27000 -0.28 0.36 -0.04
O 24.86900 36.69800 18.01900 -0.64 0.78 -1.19
H 29.12800 30.39300 16.00300 0.02 -1.63 0.41
H 30.61400 35.33800 20.60800 1.27 -0.25 -0.46
H 31.83200 32.15100 19.44400 -1.91 0.61 -1.14
C 28.04800 27.49900 12.29900 -2.09 1.44 -4.44
C 27.02700 28.43100 12.84100 1.73 4.14 -6.00
C 24.06000 29.98200 17.72500 -2.13 0.80 0.53
C 26.41500 35.56800 19.43900 -2.16 -1.11 -0.77
H 28.67800 35.33000 15.49000 -0.10 -0.13 -0.90
C 31.29100 34.82100 19.87100 -3.69 -6.80 7.19
H 27.80600 38.01400 15.89100 -0.71 0.68 -1.67
H 31.55400 35.39900 19.20300 2.23 5.85 -6.99
C 29.27600 27.46000 16.44000 2.52 0.48 0.70
H 30.37200 27.62200 16.19200 -1.28 -0.27 0.61
C 30.38100 29.71400 9.61900 2.36 1.86 -4.64
H 32.24100 34.40300 20.29100 -1.05 0.21 0.07
H 24.50600 27.48800 17.85700 2.29 -0.87 10.91
H 28.79300 26.73300 10.45100 0.20 -1.26 -0.04
O 31.53000 33.56200 14.66400 -0.26 -0.49 0.39
C 28.50300 35.56900 14.41400 -1.79 2.47 1.02
H 28.18800 26.79200 19.17500 0.30 0.03 0.24
H 29.70800 32.04800 16.12300 -0.75 -1.36 -0.94
O 29.70700 37.48600 13.61600 -2.89 -0.47 1.58
H 31.51300 30.01000 9.25300 -2.49 -0.70 1.46
H 29.63800 30.47800 12.42200 -1.33 -1.47 0.77
H 31.13300 32.81200 17.92000 1.53 0.82 -1.78
H 21.62100 36.37700 17.06200 0.22 1.46 0.22
H 20.29600 35.45900 16.23000 -0.02 0.41 -1.76
H 27.59300 30.06000 20.28700 -0.84 3.27 0.54
H 25.03600 26.89100 16.59500 -0.56 -0.38 -1.29
H 24.54900 32.73300 21.92500 2.28 -0.41 1.19
H 26.73600 31.62700 17.03700 -0.07 -1.35 0.79
H 26.86200 26.77200 10.35700 3.03 1.37 1.36
H 26.27100 35.23300 20.48800 0.09 0.74 -0.46
H 24.41700 31.00000 17.41600 -0.29 -1.08 0.26
H 27.43600 33.07400 16.79000 3.11 3.91 2.89
H 22.83600 30.04600 17.72100 3.00 -0.39 -0.02
C 27.66900 31.99500 15.19900 3.91 -2.94 -3.63
```
Forces are in eV/Å.

Density functional theory data (the ωB97M-V functional and the def2-TZVPD basis) for C6H10N2O as an isolated structure at a distorted geometry.

Summary:
- Orbital gap (spin up / spin down): 6.406 / 6.400 eV
- Calculated total energy: -11406.630 eV

The geometry in XYZ format:
```
19
Properties=species:S:1:pos:R:3:forces:R:3
H 0.23433 -3.44171 0.06670 -0.04 0.04 0.03
C 0.33523 -1.62897 1.16175 -0.03 -0.79 0.37
N 0.26659 -0.21228 1.06599 -1.05 1.62 -1.13
H 1.32442 -2.21828 -0.63139 0.00 0.08 0.04
C -1.41064 0.56050 0.36055 1.45 -0.79 0.67
N -0.50241 2.49528 -0.99953 -0.23 -0.14 0.07
H -0.40835 -2.03134 -0.82268 0.00 0.04 0.01
C -0.56190 1.06725 -0.74495 0.44 0.05 -0.24
H 0.54931 0.21247 1.94607 0.05 -0.06 0.07
O 0.32105 -2.15103 2.25230 0.00 0.32 -0.55
C 0.36596 -2.38286 -0.13943 0.06 0.01 0.10
C 0.80966 0.55750 -0.17945 -0.85 -0.01 0.15
H -0.78827 0.54964 -1.68161 -0.08 0.07 0.03
H -1.41593 2.89482 -1.17612 0.03 0.01 -0.04
C 2.06498 0.69155 -0.38896 0.63 -0.72 0.39
H -0.05524 2.99454 -0.24066 0.04 -0.06 -0.02
H -2.03095 -0.31861 0.22373 -0.06 0.10 0.08
H 2.58699 1.12120 -1.23100 -0.30 0.32 -0.03
H -1.68482 1.24035 1.15871 -0.08 -0.08 0.01
```
Forces are in eV/Å.